{"formula": "C43H36NNaO7S2", "method": "wB97M-V/def2-TZVPD", "symbols": ["C", "O", "C", "S", "H", "C", "H", "C", "O", "C", "S", "H", "H", "H", "C", "H", "C", "C", "H", "H", "O", "C", "C", "C", "H", "H", "C", "H", "C", "O", "C", "H", "C", "H", "C", "C", "C", "C", "H", "H", "H", "C", "C", "H", "H", "N", "C", "C", "H", "H", "O", "H", "C", "H", "C", "Na", "H", "C", "C", "C", "H", "H", "H", "H", "H", "C", "H", "C", "C", "C", "C", "C", "C", "H", "H", "O", "C", "C", "H", "H", "C", "C", "C", "H", "C", "C", "H", "O", "H", "C"], "positions_angstrom": [[5.641, -1.748, 0.783], [-3.708, 0.923, -1.203], [1.044, 4.596, 1.278], [-0.174, -1.612, -0.491], [2.768, -5.292, 0.806], [1.053, 0.087, 1.365], [-0.772, 6.479, 2.444], [-0.864, -3.980, 0.705], [-1.127, 1.289, -5.139], [3.257, -1.589, 2.234], [1.244, 1.640, -1.435], [-2.786, 2.610, -2.192], [2.025, -7.161, 2.231], [-2.109, 3.419, 1.612], [-3.728, 3.411, -4.287], [-5.059, -2.502, -2.661], [-0.135, 0.884, 3.366], [3.386, -0.821, 1.038], [0.909, -7.850, 1.059], [-1.289, 1.840, -0.111], [-1.625, -1.611, -0.868], [5.485, -2.469, 1.927], [1.512, 3.720, 0.318], [2.179, 2.158, 4.277], [-4.369, -3.439, -4.877], [-1.395, -5.838, 1.621], [0.988, 2.224, 5.036], [2.333, -1.546, 2.796], [1.484, -3.675, 0.239], [-2.024, 3.082, -2.560], [-0.584, -5.227, 1.239], [-2.214, 0.287, 3.482], [-1.303, 0.224, 2.895], [-1.881, -3.611, 0.635], [4.747, -0.145, -0.877], [4.599, -0.902, 0.311], [2.513, 0.717, -0.586], [-0.641, 2.618, 0.279], [6.283, -3.113, 2.277], [0.317, -7.353, 2.639], [-2.629, 4.944, -3.225], [-0.752, 5.454, 2.821], [-0.140, 1.605, 4.586], [-4.572, 3.407, -3.591], [-1.661, 3.986, -4.351], [-2.873, -0.140, -3.605], [1.748, -4.925, 0.783], [-2.989, -1.844, -5.263], [-1.758, 5.199, 3.151], [0.975, 2.762, 5.977], [-0.861, -0.512, -6.487], [6.560, -1.809, 0.212], [0.181, -3.204, 0.226], [-3.998, 4.037, -5.141], [-4.092, -0.166, -1.561], [-1.131, 1.176, -3.173], [-2.614, -2.211, -6.208], [-0.261, 4.496, 1.765], [2.325, 0.015, 0.568], [2.207, 1.486, 3.089], [-2.159, -0.999, 1.368], [-1.059, 1.643, 5.162], [1.704, 5.364, 1.670], [-0.098, 5.441, 3.695], [3.125, 1.446, 2.514], [0.723, -5.716, 1.291], [5.673, -0.210, -1.437], [-2.473, 3.943, -3.627], [-2.471, -0.645, -4.772], [1.049, 0.826, 2.598], [3.723, 0.638, -1.318], [1.010, -7.092, 1.839], [-0.076, -0.584, 0.996], [-5.029, -0.431, 0.012], [3.074, 2.651, 4.637], [-4.888, -0.935, -0.804], [4.275, -2.384, 2.664], [-3.942, -2.511, -4.519], [2.291, -3.073, -0.170], [-3.558, 2.394, -4.648], [0.667, 2.721, -0.151], [-4.340, -1.994, -3.288], [-1.090, 3.507, 1.249], [2.533, 3.800, -0.045], [-1.277, -0.494, 1.744], [-3.765, -0.811, -2.878], [3.818, 1.197, -2.243], [0.127, 0.674, -1.730], [4.157, -2.962, 3.572], [-1.370, 0.119, -5.560]], "mulliken_charge": [-0.879, -0.603, -0.717, 0.506, 0.383, 0.483, 0.393, -0.454, -0.771, -0.661, -0.215, 0.222, 0.372, 0.392, -1.025, 0.550, 1.003, 0.834, 0.290, 0.843, -0.380, -0.656, -0.697, -0.887, 0.427, 0.374, -0.800, 0.538, -0.118, -0.223, -0.874, 0.402, -1.051, 0.426, -1.283, 0.903, 1.682, 0.104, 0.399, 0.377, 0.322, -1.806, -1.076, 0.341, 0.327, 0.275, -1.028, -0.680, 0.358, 0.420, -0.763, 0.428, 0.090, 0.387, 0.267, 1.041, 0.571, 1.074, -1.474, -0.672, 0.425, 0.449, 0.414, 0.366, 0.506, 0.962, 0.410, -0.393, 0.544, 0.796, -1.156, -1.506, 1.094, 0.381, 0.447, -0.496, -0.814, -0.480, 0.678, 0.136, 0.582, -0.630, -1.213, 0.505, -0.930, 0.225, 0.558, -0.467, 0.456, 0.136], "e_homo_ev": -8.095, "total_charge": 0, "relative_energy_kcal_mol": 0.92, "e_lumo_ev": -0.38, "homo_lumo_gap_ev": 7.7, "spin_multiplicity": 1}

{"formula": "C26H41F16NO13PS", "method": "wB97M-V/def2-TZVPD", "symbols": ["C", "F", "O", "H", "H", "C", "C", "C", "C", "C", "O", "H", "F", "H", "C", "H", "H", "O", "O", "H", "H", "H", "H", "H", "C", "H", "H", "C", "C", "O", "F", "C", "H", "F", "P", "C", "O", "O", "H", "H", "H", "O", "F", "H", "F", "F", "F", "H", "C", "H", "H", "H", "C", "C", "F", "F", "H", "C", "F", "O", "C", "C", "N", "C", "H", "H", "O", "O", "O", "H", "C", "H", "F", "S", "C", "F", "F", "C", "H", "H", "H", "H", "H", "F", "H", "H", "C", "H", "O", "C", "H", "H", "H", "C", "H", "H", "F", "H", "C"], "positions_angstrom": [[0.226, 1.655, -7.375], [-0.624, 0.704, -7.860], [-0.452, -4.377, -0.204], [-0.214, -4.889, 7.553], [-4.671, -1.824, 0.372], [8.443, 0.587, -2.765], [-1.542, -3.573, 8.610], [-2.059, 4.670, -4.763], [-2.433, 6.134, -1.362], [0.828, 5.184, 4.456], [-2.413, -2.488, 5.737], [1.283, -5.989, 1.234], [2.079, 4.283, 6.296], [-3.207, 2.968, -4.069], [-3.139, 3.621, -4.945], [-1.997, 5.292, -5.663], [-2.147, -2.421, 2.350], [2.317, 0.810, -6.409], [-1.563, 3.996, -2.195], [-1.072, 4.216, -4.618], [-3.501, -6.261, 1.547], [-2.484, -7.399, 0.895], [0.551, 3.093, 1.980], [9.200, 0.745, -3.538], [6.353, 1.786, -0.802], [2.573, -4.557, 1.667], [0.875, -2.993, 0.871], [-2.081, 5.088, -2.418], [-0.909, -4.073, 7.325], [-2.385, 5.547, -3.674], [0.917, 2.130, -8.450], [-4.034, -4.559, -1.264], [-0.119, 6.083, 1.852], [4.044, 2.141, -0.250], [-1.418, -3.124, -0.948], [7.246, 1.492, -2.991], [0.434, 0.949, -5.106], [-2.047, -1.938, 0.181], [-2.311, -4.690, -2.794], [1.798, -0.438, -4.327], [-2.934, 3.002, -5.823], [-0.288, 5.694, 4.515], [-3.659, 6.698, -1.566], [1.332, 2.309, -3.009], [5.391, 1.711, 1.410], [-4.296, -5.392, 5.406], [4.821, 0.122, 0.032], [-0.739, 3.862, 2.901], [1.166, 0.397, -4.001], [-4.931, -4.669, -2.044], [-4.902, -2.364, 2.232], [0.428, -0.013, -3.304], [-3.595, -4.409, 4.771], [0.907, -3.914, 0.114], [-1.540, 7.164, -1.343], [-4.524, -3.566, 4.239], [2.740, 1.886, -3.974], [1.133, 1.107, -6.275], [1.737, 6.437, 6.307], [-1.909, -4.612, 6.447], [-4.195, -1.823, 1.467], [1.976, 1.475, -3.306], [-2.777, -6.382, 0.786], [-2.603, -3.701, 5.692], [-0.330, -3.288, 6.826], [7.527, 2.551, -2.960], [1.225, 4.327, 3.462], [6.211, 1.207, -2.038], [-0.472, -2.290, -1.954], [-0.479, 4.877, 0.600], [5.164, 1.442, 0.093], [-2.931, -3.719, 1.206], [-2.975, -5.009, 3.714], [-3.680, -6.354, -0.712], [0.246, 4.033, 2.453], [-2.457, 5.628, -0.096], [-5.275, -6.987, -0.370], [0.206, 5.135, 1.411], [8.138, -0.464, -2.777], [2.607, -5.434, -0.001], [-4.460, -3.904, -0.387], [1.524, -3.540, -0.831], [-4.041, -0.666, 1.719], [3.164, 5.568, 4.908], [-3.182, -2.977, -2.754], [-2.134, -4.364, 9.081], [1.943, 5.371, 5.484], [6.824, 1.300, -3.984], [7.295, 2.508, -0.489], [-2.791, -3.883, -2.093], [1.204, 5.305, 0.993], [-0.776, -3.236, 9.314], [-4.119, 4.094, -5.065], [-2.708, -2.577, 1.331], [2.472, 1.076, -2.417], [-2.224, -2.740, 8.415], [-0.561, 2.684, -6.948], [8.900, 0.774, -1.789], [1.861, -5.048, 0.845]], "mulliken_charge": [0.833, -0.260, -0.229, 0.314, 0.278, -1.097, -1.104, -0.031, 0.894, 0.358, -0.508, 0.235, -0.244, 0.281, -1.155, 0.332, 0.288, -0.531, -0.518, 0.192, 0.315, 0.419, 0.336, 0.371, 0.311, 0.287, 0.272, 0.345, -0.187, -0.309, -0.243, -0.412, 0.357, -0.223, 0.759, -0.219, -0.288, -0.259, 0.383, 0.298, 0.369, -0.512, -0.248, 0.215, -0.241, -0.247, -0.256, 0.309, -0.133, 0.431, 0.256, 0.240, 0.909, -0.202, -0.257, -0.230, 0.329, 0.361, -0.236, -0.286, -0.957, -0.891, -0.450, 0.323, 0.313, 0.318, -0.303, -0.260, -0.550, -0.014, 0.890, -0.161, -0.297, 0.623, -0.312, -0.231, -0.260, -0.695, 0.296, 0.281, 0.152, 0.252, 0.328, -0.234, 0.393, 0.306, 0.843, 0.316, -0.510, -0.644, 0.331, 0.371, 0.342, 0.118, 0.258, 0.314, -0.187, 0.313, -0.937], "e_homo_ev": -12.542, "total_charge": 1, "e_lumo_ev": -5.91, "homo_lumo_gap_ev": 6.6, "spin_multiplicity": 1}

{"formula": "C29H30N6O6RhS", "method": "wB97M-V/def2-TZVPD", "symbols": ["C", "C", "N", "C", "C", "C", "O", "H", "N", "C", "H", "C", "C", "N", "H", "H", "C", "C", "O", "N", "C", "H", "C", "H", "N", "O", "H", "H", "H", "H", "H", "H", "C", "C", "C", "H", "H", "H", "H", "H", "H", "O", "C", "H", "C", "H", "C", "C", "C", "Rh", "N", "C", "S", "H", "H", "O", "H", "H", "H", "H", "H", "H", "C", "H", "C", "C", "C", "C", "C", "C", "C", "H", "O"], "positions_angstrom": [[-1.385, 1.233, 2.264], [1.398, -2.465, -0.444], [0.372, -1.641, -0.289], [-0.099, 2.168, -2.161], [-4.418, 1.063, -3.059], [2.285, 3.036, -0.106], [0.119, 2.853, -3.141], [0.770, -2.224, 4.316], [-0.877, 2.111, 0.115], [2.473, -2.124, 3.003], [2.452, 3.564, 0.835], [3.400, 1.259, -1.485], [1.663, -2.800, 4.078], [-6.601, 1.599, -3.969], [-0.312, -5.317, -0.089], [2.246, -2.928, 4.992], [3.900, -0.907, 0.982], [1.944, -1.036, 2.332], [0.362, 0.979, -1.932], [-1.808, -1.158, -0.343], [1.204, -3.830, -0.451], [-3.947, 1.635, -3.850], [-1.823, 2.044, 1.048], [0.969, -0.683, 2.623], [-1.134, -3.450, -0.101], [-0.535, 0.302, 1.975], [-6.163, 2.366, -4.455], [2.687, 3.639, -0.922], [1.342, -3.794, 3.754], [-3.892, 2.278, 1.500], [-7.472, 0.266, -1.847], [-2.478, 3.573, -2.389], [-1.088, 2.636, -1.090], [-2.316, 3.200, -1.388], [-3.113, 2.465, 0.775], [5.069, 1.258, 0.550], [4.472, -0.507, 0.161], [4.165, -3.447, 3.210], [-7.534, 1.835, -3.671], [1.220, 2.968, -0.226], [-4.335, 3.394, -0.712], [-3.649, -0.982, 1.346], [-3.358, 2.977, -0.495], [2.378, -2.015, -0.517], [4.459, -1.981, 1.666], [4.555, 2.929, 0.647], [-4.221, -0.319, -1.102], [4.227, 1.899, 0.802], [-0.893, -2.141, -0.239], [0.110, 0.340, 0.019], [2.052, 0.689, 0.607], [5.842, -2.455, 1.299], [-3.365, -1.417, 0.001], [3.998, 1.770, 1.860], [3.903, 0.293, -1.503], [-1.825, 1.503, 3.362], [2.028, -4.516, -0.568], [6.024, -2.353, 0.228], [-2.568, 0.378, -2.236], [2.549, 1.210, -2.159], [4.102, 2.004, -1.871], [6.607, -1.871, 1.816], [2.962, 1.655, -0.064], [-6.075, -0.969, -0.241], [-0.097, -4.259, -0.209], [-5.611, -0.371, -1.015], [-5.806, 1.012, -2.979], [-6.391, 0.307, -1.927], [-3.636, 0.471, -2.075], [2.630, -0.381, 1.291], [3.743, -2.601, 2.678], [5.986, -3.502, 1.570], [-3.838, -2.719, -0.389]], "mulliken_charge": [0.098, -0.171, 0.558, 0.627, -0.793, -1.918, -0.746, 0.357, 0.234, 0.736, 0.487, -1.631, -1.889, -0.610, 0.410, 0.440, 0.785, -0.121, -0.670, -0.068, -1.002, 0.309, 0.645, 0.741, -0.637, -0.391, 0.229, 0.344, 0.324, 0.494, 0.300, 0.506, 1.439, -1.340, -0.936, 0.459, 0.185, 0.336, 0.216, 0.456, 0.397, -0.644, 0.039, 0.698, 0.395, 0.527, 0.106, -1.866, 0.463, -0.587, 0.065, -1.832, 1.073, 0.340, 0.192, -0.732, 0.432, 0.380, 0.376, 0.365, 0.462, 0.294, 1.658, 0.415, -0.366, -0.888, 0.972, -0.755, -0.063, -0.743, -0.697, 0.405, -0.667], "e_homo_ev": -4.502, "total_charge": -1, "relative_energy_kcal_mol": 15.66, "e_lumo_ev": 2.29, "homo_lumo_gap_ev": 6.8, "spin_multiplicity": 1}

{"formula": "C5H6KO4", "method": "wB97M-V/def2-TZVPD", "symbols": ["H", "O", "C", "C", "O", "K", "H", "C", "C", "O", "H", "H", "H", "H", "C", "O"], "positions_angstrom": [[2.685, 1.996, 1.063], [-1.600, -0.147, 1.453], [2.381, 0.257, 1.724], [0.481, -1.097, 0.871], [2.892, -0.796, 2.250], [-1.742, 2.295, 2.108], [-1.325, -2.140, 1.089], [4.651, -2.118, 3.020], [-0.890, -1.124, 1.060], [1.122, 0.112, 1.085], [1.125, -1.974, 0.857], [4.882, -0.094, 2.312], [3.968, -2.963, 3.105], [5.717, -2.291, 3.157], [4.251, -0.943, 2.564], [3.159, 1.246, 1.456]], "mulliken_charge": [0.366, -0.683, 0.758, -0.325, -0.225, 1.006, 0.282, -0.645, -0.107, -0.328, 0.370, 0.325, 0.273, 0.273, 0.039, -0.377], "e_homo_ev": [-10.430, -10.431], "total_charge": 1, "relative_energy_kcal_mol": 0.00, "e_lumo_ev": [-3.82, -3.82], "homo_lumo_gap_ev": [6.6, 6.6], "spin_multiplicity": 1}

{"formula": "C4H9NS", "method": "wB97M-V/def2-TZVPD", "symbols": ["N", "H", "H", "H", "S", "H", "C", "H", "H", "H", "C", "C", "H", "H", "C"], "positions_angstrom": [[-1.302, 0.403, -1.210], [2.732, 0.726, 0.230], [1.655, -1.075, -1.146], [1.154, -1.996, 0.241], [1.963, 0.379, 1.345], [-0.251, 1.963, 0.131], [-0.769, 0.099, 1.259], [-2.297, 0.548, -1.008], [-1.207, 0.805, -2.130], [-1.613, -0.516, 1.270], [0.481, -0.085, 0.427], [0.811, -1.285, -0.486], [-0.743, 0.702, 2.197], [-0.082, -1.545, -1.062], [-0.531, 0.876, -0.057]], "mulliken_charge": [-0.562, 0.113, 0.334, 0.339, -0.235, 0.248, -1.086, 0.213, 0.192, 0.341, 0.496, -1.309, 0.253, 0.413, 0.249], "smiles": "C[C@]1(S)C[C@@H]1N", "e_homo_ev": -8.815, "total_charge": 0, "relative_energy_kcal_mol": 37.56, "e_lumo_ev": 0.93, "homo_lumo_gap_ev": 9.7, "spin_multiplicity": 1}

{"formula": "C20H17Cl5CrN3O7S2", "method": "wB97M-V/def2-TZVPD", "symbols": ["O", "O", "H", "H", "C", "C", "O", "O", "H", "N", "H", "C", "C", "C", "H", "O", "H", "H", "C", "S", "C", "H", "H", "C", "O", "C", "C", "C", "H", "N", "O", "Cl", "C", "Cr", "C", "N", "C", "Cl", "S", "H", "C", "C", "C", "Cl", "H", "C", "Cl", "H", "C", "H", "H", "C", "H", "Cl", "H"], "positions_angstrom": [[2.128, -3.397, 1.023], [2.833, -1.099, 0.473], [-3.908, 2.129, 0.311], [-3.548, 2.565, 2.658], [0.820, -2.515, 3.524], [-0.170, -1.154, 5.255], [-1.098, 2.286, 1.451], [-4.257, -0.820, 0.990], [1.379, -3.371, 3.188], [-3.191, -0.344, 1.315], [2.075, -0.451, -1.828], [0.953, -2.910, -3.895], [1.462, -1.675, -3.491], [0.561, -2.277, 4.855], [0.545, -4.303, -0.817], [-2.125, -0.704, 0.684], [1.735, -0.940, -4.238], [1.831, -3.358, -5.788], [0.653, 1.746, -1.004], [1.808, -2.109, 0.471], [1.607, 3.291, -2.634], [-2.648, 3.985, 3.276], [-0.375, -0.962, 6.298], [2.568, 3.162, -0.430], [-0.218, 0.837, -0.680], [0.600, -3.843, -2.924], [0.836, -3.228, -5.360], [0.786, -3.573, -1.579], [-3.992, 4.230, 2.127], [-0.358, -0.497, 2.998], [-3.048, 0.460, 2.255], [-0.502, 1.768, -3.414], [1.649, -1.392, -2.151], [-0.442, 0.272, 1.158], [1.619, 2.213, -0.092], [0.450, -1.518, 1.224], [-3.145, 2.741, -0.167], [3.732, 3.647, 0.733], [-2.007, 3.416, 1.065], [-1.208, 0.591, 4.521], [-3.183, 3.564, 2.427], [1.313, -2.348, -1.204], [0.673, 2.324, -2.289], [1.582, 3.981, -4.204], [-3.591, 3.572, -0.712], [0.347, -1.579, 2.594], [1.576, 1.489, 1.472], [0.348, -2.412, -5.895], [2.568, 3.711, -1.709], [0.918, -2.974, 5.602], [-2.542, 2.130, -0.841], [-0.623, -0.289, 4.289], [0.271, -4.144, -5.521], [3.747, 4.882, -2.144], [0.202, -4.804, -3.226]], "mulliken_spin": [-0.002, 0.001, 0.000, 0.000, 0.000, -0.001, -0.001, -0.001, 0.000, -0.001, 0.000, 0.000, 0.000, -0.002, -0.001, -0.002, 0.000, 0.000, -0.006, 0.005, 0.000, 0.000, 0.000, 0.000, -0.013, 0.000, 0.000, 0.001, 0.000, -0.022, 0.001, 0.000, 0.001, 1.045, 0.003, -0.007, -0.001, 0.000, 0.002, 0.001, 0.000, -0.003, 0.002, 0.000, 0.000, 0.005, -0.005, 0.000, 0.003, 0.000, 0.000, -0.003, 0.000, 0.000, 0.000], "e_homo_ev": [-8.553, -8.629], "total_charge": 0, "relative_energy_kcal_mol": 17.00, "e_lumo_ev": [-1.57, -0.99], "homo_lumo_gap_ev": [7.0, 7.6], "spin_multiplicity": 2}